Below is C25H20AsNO6S5Sr as an isolated structure, with properties calculated with ωB97M-V with the def2-TZVPD basis set.

CARTESIAN COORDINATES (ANGSTROEM)
Sr  0.797  -0.130  0.228
S  -2.080  -0.598  0.361
C  -2.358  -1.056  2.015
C  -2.892  -2.329  2.279
C  -3.134  -2.777  3.557
C  -2.884  -1.949  4.646
C  -2.399  -0.673  4.414
C  -2.147  -0.222  3.127
S  -1.529  1.438  2.950
C  -3.120  2.298  2.522
C  -3.629  1.936  1.174
C  -4.716  1.079  1.006
C  -5.121  0.779  -0.283
C  -4.398  1.290  -1.346
C  -3.318  2.126  -1.074
C  -2.422  2.627  -2.150
S  -1.315  1.221  -2.678
C  0.226  2.090  -2.780
C  0.859  2.150  -4.013
C  2.050  2.839  -4.159
C  2.607  3.479  -3.061
C  1.980  3.415  -1.834
C  0.796  2.699  -1.652
S  0.047  2.662  -0.073
N  -2.990  2.483  0.154
H  -3.074  -2.951  1.416
H  -3.527  -3.776  3.717
H  -3.076  -2.290  5.657
H  -2.200  -0.001  5.237
H  -2.827  3.343  2.550
H  -3.828  2.051  3.311
H  -5.213  0.648  1.860
H  -5.962  0.123  -0.457
H  -4.646  1.034  -2.363
H  -1.764  3.393  -1.743
H  -2.960  2.936  -3.046
H  0.411  1.640  -4.853
H  2.536  2.884  -5.125
H  3.531  4.034  -3.168
H  2.400  3.877  -0.953
O  4.901  -0.173  1.509
As  3.268  -0.713  0.923
O  2.276  -0.369  2.177
O  2.822  0.261  -0.285
C  3.979  -2.308  0.183
C  5.274  -2.746  0.360
C  5.797  -3.677  -0.522
C  5.052  -4.113  -1.612
C  3.774  -3.618  -1.821
C  3.262  -2.716  -0.915
S  1.530  -2.308  -0.819
O  1.171  -1.153  -1.617
O  0.923  -3.532  -1.326
O  1.242  -2.127  0.599
H  4.705  0.646  1.957
H  5.864  -2.357  1.178
H  6.802  -4.063  -0.364
H  5.472  -4.840  -2.299
H  3.175  -3.914  -2.673

Net charge ... -2
Maximum force ... 0.249 Eh/bohr
Gap between HOMO and LUMO ... 5.5840 eV
2S+1 ... 1